Formula: C33H43BCoF6N6PS5
Source: OMol25
Level of theory: ωB97M-V/def2-TZVPD

CARTESIAN COORDINATES (ANGSTROEM)
Co -0.98 -1.09 -2.15
S -0.40 -3.25 -2.36
S -2.47 0.49 -2.18
S -1.63 2.40 -2.60
S 1.31 -0.83 -2.68
S -2.71 -1.82 -0.91
P -1.67 0.26 -5.91
F -2.30 1.04 -7.16
F -2.57 -1.03 -6.18
F -0.48 -0.31 -6.80
F -1.03 -0.47 -4.58
F -2.87 0.86 -4.95
F -0.77 1.59 -5.54
N 1.61 1.60 -0.44
N 0.83 -0.84 -0.11
N -1.29 0.83 1.55
N -1.47 0.55 0.26
N 0.86 -1.16 1.18
N 0.43 1.47 -1.06
C 1.82 -1.96 1.58
C 0.40 -2.46 3.57
C -5.00 1.50 -0.52
C -3.73 1.29 0.23
C 3.78 -2.51 -1.65
C 2.78 -2.05 -0.64
C 0.89 3.32 -2.50
C 2.11 3.38 -1.91
C -2.58 0.79 -0.41
C -3.57 1.50 1.57
C 0.00 2.32 -1.98
C -3.46 -5.89 -2.73
C -1.99 -4.03 -2.26
C 3.90 1.54 0.94
C 2.59 -3.61 3.31
C -2.20 -5.31 -2.77
C -3.08 -3.37 -1.69
C 1.83 -2.31 3.06
C 3.88 4.01 0.54
C -2.33 1.29 2.21
C 2.53 -1.16 3.80
C -2.66 2.94 4.05
C 2.81 -2.40 0.67
C -4.34 -3.95 -1.65
C 1.67 -1.25 -1.06
C -2.14 1.54 3.69
C 2.43 2.53 -0.83
C -2.96 0.48 4.45
C 0.48 4.19 -3.65
C -4.53 -5.22 -2.17
C 3.77 2.63 -0.12
C 4.89 2.45 -1.15
C -0.68 1.43 4.08
B -0.29 0.03 -0.69
H 3.87 0.55 0.51
H -0.27 0.45 3.85
H 3.55 -1.02 3.44
H 4.86 4.13 0.99
H -0.59 1.60 5.16
H 3.66 -3.51 3.14
H 3.12 4.14 1.31
H 3.76 4.82 -0.19
H -0.21 -1.59 3.33
H -2.59 -0.52 4.24
H -2.44 3.14 5.10
H -5.52 -5.67 -2.15
H 3.09 1.59 1.68
H -4.02 0.51 4.19
H -0.29 4.90 -3.35
H -4.88 2.24 -1.31
H 0.09 3.58 -4.46
H -0.06 2.16 3.57
H 5.85 2.40 -0.64
H 1.34 4.75 -4.00
H -2.88 0.66 5.52
H -3.59 -6.88 -3.16
H 4.85 1.67 1.46
H 1.99 -0.22 3.66
H -5.80 1.82 0.15
H 4.76 1.53 -1.72
H -5.29 0.56 -1.01
H 4.94 3.28 -1.86
H 2.85 4.08 -2.28
H 2.58 -1.38 4.87
H -5.16 -3.41 -1.20
H -2.17 3.72 3.45
H 3.61 -3.04 1.02
H 2.21 -4.43 2.69
H 4.54 -3.13 -1.18
H -1.37 -5.83 -3.23
H -4.41 1.85 2.16
H 4.27 -1.66 -2.13
H 0.41 -2.59 4.65
H 2.46 -3.90 4.36
H 3.28 -3.07 -2.44
H -3.74 3.04 3.92
H -0.09 -3.33 3.12

Computed properties:
Charge: 0
Orbital gap (eV): 5.74

Charges obtained by Mulliken population analysis, quoted in units of e:
1. Co -0.87
2. S -0.42
3. S -0.05
4. S -0.20
5. S -0.54
6. S -0.20
7. P 1.32
8. F -0.36
9. F -0.38
10. F -0.39
11. F -0.49
12. F -0.44
13. F -0.32
14. N -0.39
15. N 1.24
16. N -0.80
17. N 0.91
18. N -1.13
19. N 0.73
20. C -0.24
21. C -1.52
22. C -1.69
23. C -0.65
24. C -1.82
25. C -0.01
26. C 0.17
27. C -0.80
28. C 1.09
29. C -0.40
30. C 1.38
31. C -0.53
32. C 0.13
33. C -1.99
34. C -2.24
35. C -0.69
36. C 0.40
37. C 2.40
38. C -1.81
39. C -0.03
40. C -1.49
41. C -1.85
42. C -0.37
43. C -0.56
44. C 1.88
45. C 2.37
46. C -0.03
47. C -1.65
48. C -1.89
49. C -0.63
50. C 2.49
51. C -1.72
52. C -1.63
53. B 0.85
54. H 0.11
55. H -0.04
56. H 0.36
57. H 0.46
58. H 0.56
59. H 0.38
60. H 0.38
61. H 0.35
62. H 0.00
63. H 0.29
64. H 0.46
65. H 0.36
66. H 0.33
67. H 0.35
68. H 0.41
69. H 0.35
70. H 0.38
71. H 0.36
72. H 0.48
73. H 0.39
74. H 0.49
75. H 0.36
76. H 0.57
77. H 0.16
78. H 0.44
79. H 0.29
80. H 0.34
81. H 0.38
82. H 0.40
83. H 0.46
84. H 0.40
85. H 0.38
86. H 0.36
87. H 0.44
88. H 0.44
89. H 0.45
90. H 0.44
91. H 0.27
92. H 0.46
93. H 0.46
94. H 0.36
95. H 0.35
96. H 0.41

---

Formula: C33H43BGeKN7O2S4Se
Source: OMol25
Level of theory: ωB97M-V/def2-TZVPD

CARTESIAN COORDINATES (ANGSTROEM)
Se -0.31 -3.13 -1.35
Ge 0.95 -4.96 0.96
K -1.07 0.06 -0.48
S -3.34 -2.67 1.01
S 0.80 2.37 1.15
S -2.32 1.14 2.51
S -1.83 -0.41 -3.61
O 1.24 -0.23 0.56
O -0.22 2.51 0.06
N -3.65 3.32 1.58
N -4.38 -1.90 -1.39
N -4.88 1.52 1.60
N 0.96 -0.01 -2.47
N -5.05 -0.65 0.26
N -0.65 1.20 -5.38
N 0.76 0.58 -3.72
C 0.74 5.14 0.98
C 4.83 2.41 -0.95
C 1.17 4.22 3.16
C 2.44 2.65 -1.04
C 2.20 -0.30 -2.29
C -3.77 -2.98 -2.14
C -0.41 -4.88 -0.45
C -5.61 -0.17 -0.91
C 0.78 -6.69 1.92
C 0.95 -3.54 -2.77
C 4.99 -1.75 -0.30
C 3.23 -1.27 1.27
C 4.17 -1.30 -1.31
C -4.28 -1.71 -0.04
C 1.24 5.50 3.69
C 2.87 -0.83 -1.10
C -3.64 1.99 1.89
C 3.54 2.14 1.05
C -5.19 -0.94 -1.93
C 2.35 -0.76 0.25
C 2.72 -4.90 0.15
C -2.53 4.22 1.72
C -0.45 0.47 -4.19
C 0.94 4.05 1.81
C 1.05 6.60 2.86
C -4.90 3.68 1.11
C 0.67 -3.48 2.18
C 0.80 6.42 1.51
C -5.65 2.56 1.13
C 4.50 -1.73 1.01
C 3.67 2.65 -1.67
C 2.39 2.41 0.32
C 4.77 2.14 0.41
B -5.39 0.03 1.64
H -1.39 0.80 -5.93
H 1.09 7.60 3.28
H 2.86 -5.72 -0.57
H 5.12 -2.08 1.83
H -5.36 -0.87 -3.00
H 2.85 -1.23 2.28
H 0.70 -2.54 1.62
H 1.45 -3.45 2.94
H -6.68 2.40 0.86
H -4.91 -0.58 2.54
H -2.87 5.16 2.17
H -0.31 -3.55 2.67
H -4.51 -3.37 -2.85
H 0.62 -4.42 -3.32
H 1.51 2.76 -1.59
H 0.52 4.97 -0.07
H 3.49 -4.97 0.92
H -1.81 3.74 2.38
H 1.52 -6.75 2.72
H -6.25 0.69 -0.91
H 0.22 1.33 -5.89
H -2.88 -2.64 -2.67
H -6.60 0.12 1.70
H 2.87 -0.13 -3.13
H 0.64 7.27 0.86
H -1.41 -4.90 -0.02
H 5.99 -2.11 -0.51
H 3.72 2.80 -2.75
H 0.91 -2.67 -3.42
H 3.47 1.88 2.10
H 5.79 2.38 -1.46
H 1.96 -3.67 -2.39
H -0.21 -6.78 2.36
H 4.54 -1.29 -2.33
H -3.49 -3.76 -1.44
H -2.05 4.41 0.76
H 5.66 1.89 0.96
H 1.28 3.35 3.80
H 1.42 5.64 4.75
H -5.13 4.68 0.80
H 0.94 -7.53 1.24
H 2.87 -3.95 -0.36
H -0.34 -5.66 -1.20

Computed properties:
Charge: -2
Orbital gap (eV): 5.60

Charges obtained by Mulliken population analysis, quoted in units of e:
1. Se 0.38
2. Ge 0.51
3. K 0.99
4. S -0.34
5. S 0.70
6. S -0.34
7. S -0.38
8. O -1.20
9. O -0.80
10. N 0.31
11. N 0.38
12. N 0.17
13. N 1.33
14. N 0.40
15. N -0.56
16. N -1.00
17. C -0.14
18. C -0.61
19. C 0.20
20. C -0.14
21. C -2.22
22. C -1.00
23. C -0.99
24. C -0.54
25. C -1.29
26. C -1.07
27. C -0.91
28. C -0.74
29. C -0.99
30. C -0.29
31. C -0.77
32. C 1.77
33. C -0.12
34. C -0.47
35. C -0.55
36. C 1.84
37. C -0.65
38. C -0.92
39. C 0.06
40. C -0.26
41. C -0.36
42. C -0.54
43. C -0.40
44. C -0.83
45. C -0.55
46. C -0.70
47. C -0.74
48. C 0.44
49. C -0.61
50. B -0.02
51. H 0.24
52. H 0.38
53. H 0.38
54. H 0.32
55. H 0.46
56. H 0.44
57. H -0.31
58. H 0.33
59. H 0.50
60. H -0.11
61. H 0.38
62. H 0.41
63. H 0.36
64. H 0.46
65. H 0.45
66. H 0.47
67. H 0.35
68. H 0.18
69. H 0.36
70. H 0.35
71. H 0.24
72. H 0.19
73. H -0.21
74. H -0.04
75. H 0.39
76. H 0.35
77. H 0.32
78. H 0.39
79. H 0.17
80. H 0.28
81. H 0.36
82. H 0.25
83. H 0.33
84. H 0.27
85. H 0.30
86. H 0.31
87. H 0.37
88. H 0.46
89. H 0.39
90. H 0.44
91. H 0.36
92. H -0.26
93. H 0.46

---

Here are the calculated relative energy (zero: lowest compared OMol25 entry of this formula, charge and spin) numbers, same order: 63.7, 0.6 (kcal per mole).
Here are the calculated HOMO level numbers, same order: -6.961, -1.686 (eV).
Here are the calculated total energy numbers, same order: -161940.2829, -231654.2022 (eV).